Version A
DFT (ωB97M-V with the def2-TZVPD basis set) results for a cluster of 2 separate species, C3H10NOP in total.

HOMO level: -8.313 eV
Kohn-Sham gap: 9.27 eV

```
! RIJCOSX wB97M-V def2-TZVPD def2/J DEFGRID3
* xyz 0 1
C 0.701 -0.107 2.681
C -1.121 1.241 2.237
C -0.012 -0.411 -3.646
N -0.338 0.314 1.894
O -0.462 -0.275 -1.067
P 0.888 -0.145 -2.030
H 0.423 0.125 3.727
H 0.999 -1.212 2.598
H 1.614 0.322 2.358
H -0.913 1.842 3.146
H -2.099 1.393 1.661
H -0.293 0.100 -0.219
H -0.311 0.362 -4.304
H 0.478 -1.274 -4.129
H -0.944 -0.896 -3.148
H 1.390 -1.378 -1.759
*
```

Version B
DFT (ωB97M-V with the def2-TZVPD basis set) results for a cluster of 2 separate species, C3H10NOP in total.

HOMO level (alpha / beta): -8.536 / -8.708 eV
Kohn-Sham gap (alpha / beta): 8.42 / 8.30 eV

```
! RIJCOSX wB97M-V def2-TZVPD def2/J DEFGRID3
* xyz 0 1
C -1.778 0.953 0.585
C 1.217 -0.461 1.353
C -1.049 0.100 -0.490
N 0.964 -1.187 -1.533
O 1.903 1.923 -1.519
P 0.775 0.017 -0.407
H -2.625 1.504 0.214
H -1.930 0.418 1.397
H -1.156 1.824 0.743
H 0.787 -1.406 1.441
H 2.254 -0.576 1.657
H 0.878 0.421 1.893
H -1.223 0.635 -1.457
H -1.545 -0.887 -0.500
H 1.929 -1.135 -1.890
H 0.600 -2.143 -1.486
*
```

Stability summary: most stable version A, least stable version B.

Version A
DFT (ωB97M-V with the def2-TZVPD basis set) results for an isolated molecule of C5H12NP.

HOMO level: -8.805 eV
Kohn-Sham gap: 9.93 eV

```
! RIJCOSX wB97M-V def2-TZVPD def2/J DEFGRID3
* xyz 0 1
C 1.958 0.291 -0.476
C 0.772 0.261 -1.475
C 1.311 0.342 0.881
C -0.267 -0.617 -0.846
C -0.168 -0.255 0.635
N -3.039 -0.096 1.076
P -1.689 0.867 0.996
H 2.610 -0.601 -0.634
H 2.638 1.117 -0.760
H 0.405 1.219 -1.786
H 0.961 -0.150 -2.448
H 1.925 -0.034 1.732
H 1.176 1.469 1.156
H -1.361 -0.518 -1.313
H -0.015 -1.668 -1.165
H -0.144 -1.219 1.282
H -3.171 -0.758 1.828
H -3.938 0.311 0.864
H -1.544 1.008 2.492
*
```

Version B
DFT (ωB97M-V with the def2-TZVPD basis set) results for an isolated molecule of C5H12NP.

HOMO level: -8.290 eV
Kohn-Sham gap: 9.36 eV

```
! RIJCOSX wB97M-V def2-TZVPD def2/J DEFGRID3
* xyz 0 1
C 1.721 0.191 0.091
C 2.976 1.098 0.252
C 1.997 -1.288 -0.101
C -3.446 -0.125 -0.194
C -2.031 0.333 -0.578
N 0.598 0.687 0.418
P -0.869 -0.518 0.612
H 2.833 2.081 -0.060
H 3.643 0.566 -0.369
H 3.313 1.024 1.304
H 1.812 -1.499 -1.208
H 1.094 -1.822 0.360
H 2.937 -1.624 0.296
H -3.699 -1.036 -0.674
H -3.439 -0.228 0.964
H -4.099 0.661 -0.493
H -1.890 1.445 -0.593
H -1.884 -0.027 -1.648
H -1.568 0.081 1.622
*
```

Stability summary: most stable version A, least stable version B.

Version A
DFT (ωB97M-V with the def2-TZVPD basis set) results for the ion C3H2NO2S with charge -1.

HOMO level: -2.914 eV
Kohn-Sham gap: 6.68 eV

```
! RIJCOSX wB97M-V def2-TZVPD def2/J DEFGRID3
* xyz -1 1
C -0.519 0.710 0.028
C -1.771 1.194 0.057
C -1.660 -1.335 -0.095
N -0.478 -0.692 -0.017
O -2.245 2.689 -0.217
O -1.814 -2.539 -0.216
S -2.951 -0.117 0.037
H 0.399 1.262 0.031
H 0.382 -1.198 -0.165
*
```

Version B
DFT (ωB97M-V with the def2-TZVPD basis set) results for the ion C3H2NO2S with charge -1.

HOMO level (alpha / beta): -1.943 / -2.474 eV
Kohn-Sham gap (alpha / beta): 5.24 / 5.75 eV

```
! RIJCOSX wB97M-V def2-TZVPD def2/J DEFGRID3
* xyz -1 1
C 1.180 0.357 0.089
C -0.316 0.910 -0.497
C -1.375 -0.042 -0.082
N 0.845 -0.691 0.910
O -0.459 2.018 -1.042
O -2.569 -0.027 -0.308
S -0.700 -1.482 0.620
H 1.861 0.460 -0.685
H 1.532 -1.503 0.995
*
```

Stability summary: most stable version A, least stable version B.

Version A
DFT (ωB97M-V with the def2-TZVPD basis set) results for an isolated molecule of C2H4N2OS.

HOMO level: -8.738 eV
Kohn-Sham gap: 9.05 eV

```
! RIJCOSX wB97M-V def2-TZVPD def2/J DEFGRID3
* xyz 0 1
C -0.711 0.097 0.216
C 2.189 0.142 0.143
H -3.739 0.327 -0.524
H -2.665 1.495 -0.058
H -0.537 1.127 0.574
H 3.112 -0.433 0.361
N -2.954 0.458 0.138
N -1.904 -0.331 -0.196
O 2.130 1.298 -0.188
S 0.746 -0.952 -0.037
*
```

Version B
DFT (ωB97M-V with the def2-TZVPD basis set) results for a cluster of 2 separate species, C2H4N2OS in total.

HOMO level: -8.684 eV
Kohn-Sham gap: 9.24 eV

```
! RIJCOSX wB97M-V def2-TZVPD def2/J DEFGRID3
* xyz 0 1
C 2.493 -1.130 0.170
C -0.904 -0.136 -0.704
N 2.778 -0.160 -0.355
N -0.910 1.054 -0.209
O -1.063 1.318 1.121
S -0.964 -1.481 0.227
H 2.089 -1.927 0.666
H -0.578 -0.368 -1.803
H -1.195 2.000 -0.728
H -1.748 0.830 1.615
*
```

Stability summary: most stable version A, least stable version B.

Version A
DFT (ωB97M-V with the def2-TZVPD basis set) results for an isolated molecule of C2H4N2OS.

HOMO level: -9.524 eV
Kohn-Sham gap: 9.42 eV

```
! RIJCOSX wB97M-V def2-TZVPD def2/J DEFGRID3
* xyz 0 1
C -2.003 -0.445 -0.012
C 1.131 0.018 0.410
H -3.582 0.476 0.172
H -1.408 -1.377 -0.020
H -1.676 1.618 -0.186
H 0.771 -0.020 1.464
N -3.270 -0.512 -0.097
N -1.231 0.700 0.211
O 0.086 0.499 -0.391
S 2.621 -0.215 -0.093
*
```

Version B
DFT (ωB97M-V with the def2-TZVPD basis set) results for a cluster of 2 separate species, C2H4N2OS in total.

HOMO level: -9.090 eV
Kohn-Sham gap: 8.47 eV

```
! RIJCOSX wB97M-V def2-TZVPD def2/J DEFGRID3
* xyz 0 1
C -1.475 -0.078 0.056
C -1.177 -1.327 0.221
N -1.931 0.972 -0.256
N 2.019 1.600 -0.083
O 2.568 -0.881 -0.454
S 1.542 0.151 -0.219
H -1.833 -2.131 -0.040
H -0.280 -1.819 0.494
H -2.435 1.582 0.309
H 3.003 1.931 -0.026
*
```

Version C
DFT (ωB97M-V with the def2-TZVPD basis set) results for an isolated molecule of C2H4N2OS.

HOMO level (alpha / beta): -8.765 / -8.337 eV
Kohn-Sham gap (alpha / beta): 8.21 / 7.75 eV

```
! RIJCOSX wB97M-V def2-TZVPD def2/J DEFGRID3
* xyz 0 1
C -0.680 0.320 -0.582
C -0.074 -0.079 0.743
N -1.812 -0.300 -1.039
N -2.499 0.459 1.113
O -3.619 0.809 1.313
S -1.319 0.060 2.119
H -1.024 1.500 -0.337
H 0.199 0.189 -1.249
H 0.242 -1.039 0.709
H 0.825 0.556 1.085
*
```

Version D
DFT (ωB97M-V with the def2-TZVPD basis set) results for an isolated molecule of C2H4N2OS.

HOMO level: -8.632 eV
Kohn-Sham gap: 8.38 eV

```
! RIJCOSX wB97M-V def2-TZVPD def2/J DEFGRID3
* xyz 0 1
C 1.179 -1.006 -1.003
C -0.726 1.700 1.155
H -0.893 -1.158 -0.123
H 2.082 -1.261 -1.513
H -1.497 1.833 1.939
H 0.029 2.617 1.371
N 0.449 -2.062 -0.921
N -0.685 0.750 0.201
O -0.770 -1.998 -0.412
S 0.832 0.585 -0.693
*
```

Stability summary: most stable version B, least stable version C.

Version A
DFT (ωB97M-V with the def2-TZVPD basis set) results for an isolated molecule of C2H4N2OS.

HOMO level: -9.028 eV
Kohn-Sham gap: 8.60 eV

```
! RIJCOSX wB97M-V def2-TZVPD def2/J DEFGRID3
* xyz 0 1
C -0.834 0.374 -0.171
C 1.552 0.624 0.061
N -1.412 -1.929 -0.117
N -0.566 -1.185 -0.425
O 0.253 1.143 -0.034
S -2.309 0.958 -0.029
H 2.226 1.438 -0.471
H 1.510 -0.410 -0.237
H 1.840 0.613 1.065
H -2.259 -1.626 0.357
*
```

Version B
DFT (ωB97M-V with the def2-TZVPD basis set) results for an isolated molecule of C2H4N2OS.

HOMO level: -9.055 eV
Kohn-Sham gap: 9.31 eV

```
! RIJCOSX wB97M-V def2-TZVPD def2/J DEFGRID3
* xyz 0 1
C 0.568 -1.054 0.169
C -1.892 0.091 0.366
H 0.703 0.986 -1.180
H 2.251 1.475 -0.562
H 0.825 -1.851 0.820
H -1.806 0.065 1.610
N 1.507 0.904 -0.414
N 1.674 -0.267 0.141
O -2.962 0.503 -0.203
S -0.868 -0.851 -0.747
*
```

Version C
DFT (ωB97M-V with the def2-TZVPD basis set) results for an isolated molecule of C2H4N2OS.

HOMO level: -9.899 eV
Kohn-Sham gap: 10.51 eV

```
! RIJCOSX wB97M-V def2-TZVPD def2/J DEFGRID3
* xyz 0 1
C 0.998 0.314 -0.022
C -1.776 -0.271 0.072
H 2.360 -1.012 0.675
H 2.972 0.477 0.196
H -0.178 1.787 -0.244
H -2.585 -1.041 0.143
N 2.272 -0.224 0.062
N 0.788 1.544 -0.101
O -2.011 0.904 0.107
S -0.202 -1.059 -0.103
*
```

Stability summary: most stable version C, least stable version A.

Version A
DFT (ωB97M-V with the def2-TZVPD basis set) results for a cluster of 2 separate species, C4H5NO3 in total.

HOMO level: -9.427 eV
Kohn-Sham gap: 9.40 eV

```
! RIJCOSX wB97M-V def2-TZVPD def2/J DEFGRID3
* xyz 0 1
C 0.715 0.870 -0.323
C -1.772 1.531 -0.473
C -0.524 1.135 -0.524
C 0.780 -2.477 0.595
N 1.838 0.371 -0.266
O -2.250 2.699 -0.016
O -0.288 -2.037 0.296
O 1.947 -2.075 0.190
H -2.504 0.784 -0.738
H 0.788 -3.220 1.414
H -3.266 2.648 -0.135
H 2.631 0.870 0.172
H 1.904 -1.099 -0.192
*
```

Version B
DFT (ωB97M-V with the def2-TZVPD basis set) results for a structure of composition C4H5NO3.

HOMO level: -10.838 eV
Kohn-Sham gap: 11.51 eV

```
! RIJCOSX wB97M-V def2-TZVPD def2/J DEFGRID3
* xyz 0 1
C 1.872 -0.159 1.154
C 0.568 0.477 0.612
C -0.547 1.011 -1.026
C -0.755 -1.210 -0.320
H 0.320 1.294 1.204
H -0.641 1.621 -1.867
H -0.989 1.526 -0.128
H 0.003 -1.980 -0.605
H -1.459 -1.887 0.285
N 2.666 -0.796 1.762
O 0.814 0.854 -0.743
O -1.348 -0.227 -1.147
O -0.502 -0.525 0.820
*
```

Version C
DFT (ωB97M-V with the def2-TZVPD basis set) results for a structure of composition C4H5NO3.

HOMO level: -8.943 eV
Kohn-Sham gap: 9.36 eV

```
! RIJCOSX wB97M-V def2-TZVPD def2/J DEFGRID3
* xyz 0 1
C 0.561 0.342 0.994
C -0.909 -0.493 -0.953
N -2.084 -0.515 -0.373
C 1.275 0.832 -0.387
C 0.222 -0.484 -1.446
O 1.192 -0.691 1.563
O -0.382 0.900 1.506
O 2.466 0.669 -0.567
H 0.848 -0.838 2.460
H -2.064 -0.771 0.611
H -2.725 0.238 -0.589
H 0.736 1.755 -0.662
H 0.865 -0.943 -2.157
*
```

Version D
DFT (ωB97M-V with the def2-TZVPD basis set) results for an isolated molecule of C4H5NO3.

HOMO level: -10.345 eV
Kohn-Sham gap: 11.00 eV

```
! RIJCOSX wB97M-V def2-TZVPD def2/J DEFGRID3
* xyz 0 1
C 1.995 0.315 0.882
C 0.611 0.109 1.046
C -1.249 0.946 -0.108
C -0.220 -1.092 -0.967
H 0.105 0.353 2.169
H -1.600 1.531 -0.992
H -2.003 0.897 0.760
H 0.494 -0.611 -1.843
H -0.283 -2.223 -1.260
N 3.053 0.135 0.347
O 0.064 1.128 0.252
O -1.323 -0.387 -0.747
O 0.355 -1.101 0.460
*
```

Stability summary: most stable version A, least stable version D.

Version A
DFT (ωB97M-V with the def2-TZVPD basis set) results for a structure of composition C20H26F3N6O3TeV.

<S²>: 2.03
HOMO level (alpha / beta): -13.955 / -13.978 eV
Kohn-Sham gap (alpha / beta): 6.45 / 7.51 eV

```
! RIJCOSX wB97M-V def2-TZVPD def2/J DEFGRID3
* xyz 2 3
V 0.394 -0.339 -0.420
N 3.153 0.713 3.313
C 2.913 0.883 1.837
C 4.078 0.475 0.963
C 3.630 0.529 -0.503
N 2.557 -0.479 -0.805
C 3.141 1.930 -0.865
C 2.065 2.474 0.075
N 0.745 1.837 -0.261
C 2.447 2.299 1.547
H 3.580 -0.191 3.522
H 2.191 0.708 3.748
H 3.742 1.442 3.719
H 2.111 0.177 1.654
H 4.431 -0.530 1.212
H 4.926 1.155 1.077
H 4.494 0.283 -1.121
H 2.828 -1.399 -0.453
H 2.546 -0.597 -1.820
H 2.769 1.939 -1.895
H 3.996 2.607 -0.855
H 1.952 3.543 -0.108
H 0.511 2.182 -1.191
H 0.014 2.233 0.336
H 1.612 2.580 2.194
H 3.264 2.999 1.749
C -2.306 1.829 -1.877
Te -1.139 0.191 -2.643
C -2.773 -1.055 -2.045
C -3.754 -0.159 -1.338
C -4.900 -0.711 -0.770
C -5.821 0.100 -0.132
C -5.607 1.472 -0.059
C -4.472 2.026 -0.623
C -3.540 1.213 -1.262
H -2.537 2.479 -2.720
H -1.746 2.412 -1.146
H -2.392 -1.858 -1.417
H -3.162 -1.491 -2.965
H -5.072 -1.779 -0.835
H -6.709 -0.335 0.304
H -6.330 2.108 0.433
H -4.311 3.096 -0.573
F -1.612 1.252 1.356
C -1.610 0.136 2.160
F -2.098 -0.859 1.412
F -2.385 0.358 3.186
C -0.116 -0.107 2.511
O 0.368 0.549 3.420
O 0.487 -0.909 1.715
N 0.629 -4.043 0.370
C 0.351 -3.381 -0.767
O 0.158 -2.081 -0.658
C 0.298 -3.966 -2.013
C 0.015 -3.110 -3.101
N -0.242 -2.326 -3.907
C 0.501 -5.366 -2.139
N 0.696 -6.499 -2.117
H 0.644 -5.052 0.352
H 0.395 -3.585 1.237
*
```

Version B
DFT (ωB97M-V with the def2-TZVPD basis set) results for a structure of composition C20H26F3N6O3TeV.

<S²>: 2.02
HOMO level (alpha / beta): -13.930 / -13.945 eV
Kohn-Sham gap (alpha / beta): 6.67 / 7.72 eV

```
! RIJCOSX wB97M-V def2-TZVPD def2/J DEFGRID3
* xyz 2 3
V 0.287 -0.382 -0.320
N 3.357 0.606 3.188
C 2.969 0.752 1.738
C 4.039 0.303 0.760
C 3.474 0.390 -0.665
N 2.348 -0.585 -0.867
C 3.013 1.809 -0.982
C 2.034 2.381 0.045
N 0.674 1.797 -0.175
C 2.523 2.185 1.480
H 3.801 -0.296 3.373
H 2.473 0.631 3.730
H 3.990 1.340 3.512
H 2.128 0.075 1.649
H 4.373 -0.716 0.974
H 4.921 0.948 0.800
H 4.272 0.114 -1.354
H 2.642 -1.498 -0.515
H 2.265 -0.745 -1.881
H 2.572 1.848 -1.982
H 3.895 2.450 -1.022
H 1.956 3.456 -0.126
H 0.385 2.139 -1.090
H 0.013 2.230 0.470
H 1.751 2.490 2.192
H 3.375 2.859 1.619
C -2.395 1.794 -1.911
Te -1.217 0.160 -2.649
C -2.850 -1.092 -2.074
C -3.822 -0.200 -1.342
C -4.954 -0.761 -0.753
C -5.864 0.042 -0.090
C -5.654 1.415 -0.015
C -4.535 1.976 -0.602
C -3.611 1.171 -1.266
H -2.644 2.430 -2.759
H -1.832 2.395 -1.197
H -2.462 -1.899 -1.458
H -3.260 -1.517 -2.989
H -5.124 -1.829 -0.821
H -6.742 -0.398 0.362
H -6.369 2.046 0.496
H -4.378 3.047 -0.552
F -1.519 2.025 2.076
C -1.603 0.761 2.573
F -2.343 0.055 1.715
F -2.187 0.803 3.745
C -0.155 0.208 2.656
O 0.545 0.502 3.599
O 0.215 -0.490 1.630
N -0.067 -4.233 0.242
C 0.240 -3.452 -0.802
O 0.019 -2.160 -0.693
C 0.819 -3.882 -1.977
C 1.225 -2.838 -2.845
N 1.457 -1.874 -3.437
C 1.046 -5.266 -2.210
N 1.189 -6.405 -2.286
H -0.012 -5.236 0.130
H -0.689 -3.877 0.949
*
```

Stability summary: most stable version B, least stable version A.